Below is a cluster of 3 separate species, C27H52O11S2 in total, with properties calculated with the ωB97M-V functional and the def2-TZVPD basis.

Results
Total charge = 0
E_HOMO = -10.43 eV
Spin multiplicity = 1
SMILES = CCCCCCCCCCCCCC[C@]1(CCCCCC)COC(=O)O1.O=S1(=O)OCCO1.O=S1(=O)OCCO1
Gap between HOMO and LUMO = 10.985 eV
DFT total energy = -2683.95603 Ha
Maximum force = 0.747 eV/Å

```
92
C27H52O11S2, DFT the ωB97M-V functional and the def2-TZVPD basis
C -8.883 0.078 -3.175
C -9.115 0.444 -1.696
C -8.799 1.906 -1.376
C -7.310 2.210 -1.212
C -6.705 1.623 0.060
C -5.186 1.754 0.162
C -4.652 3.186 0.129
C -3.124 3.268 -0.030
C -2.338 3.476 1.277
C -1.559 2.242 1.735
C -0.623 2.515 2.927
C 0.875 2.300 2.644
C 1.589 1.528 3.752
C 3.073 1.275 3.443
C 3.489 -0.183 3.456
C 5.014 -0.421 3.364
C 5.875 0.706 2.786
C 7.270 0.205 2.370
C 7.516 0.362 0.870
C 8.876 -0.141 0.352
C 9.528 -1.256 1.168
C 2.740 -1.069 2.465
O 2.762 -2.342 3.125
C 2.836 -2.110 4.462
O 2.802 -2.953 5.288
O 3.027 -0.788 4.699
H -8.092 -0.663 -3.290
H -8.609 0.954 -3.767
H -9.781 -0.359 -3.608
H -10.150 0.230 -1.426
H -8.507 -0.213 -1.070
H -9.200 2.526 -2.184
H -9.320 2.214 -0.465
H -6.754 1.845 -2.085
H -7.184 3.296 -1.202
H -6.952 0.560 0.122
H -7.178 2.092 0.931
H -4.866 1.287 1.100
H -4.721 1.168 -0.638
H -4.937 3.677 1.066
H -5.138 3.751 -0.667
H -2.775 2.342 -0.499
H -2.879 4.071 -0.728
H -1.638 4.308 1.168
H -3.030 3.765 2.075
H -2.276 1.461 2.003
H -0.987 1.856 0.885
H -0.777 3.546 3.258
H -0.914 1.890 3.774
H 1.004 1.776 1.691
H 1.375 3.267 2.526
H 1.065 0.586 3.931
H 1.506 2.090 4.684
H 3.319 1.675 2.456
H 3.699 1.819 4.152
H 5.191 -1.322 2.769
H 5.363 -0.650 4.373
H 5.385 1.158 1.920
H 5.981 1.496 3.531
H 7.373 -0.845 2.649
H 8.039 0.748 2.925
H 6.705 -0.141 0.330
H 7.418 1.426 0.634
H 9.571 0.699 0.283
H 8.755 -0.502 -0.671
H 8.831 -2.069 1.383
H 10.360 -1.681 0.608
H 9.925 -0.890 2.116
H 1.697 -0.769 2.343
H 3.226 -1.143 1.496
C 11.728 -4.556 -1.990
C 12.856 -4.273 -2.965
O 12.813 -2.846 -3.117
S 12.389 -2.159 -1.740
O 13.538 -1.744 -1.021
O 11.333 -1.252 -2.009
O 11.819 -3.479 -1.046
H 10.751 -4.525 -2.476
H 11.851 -5.490 -1.450
H 12.702 -4.719 -3.943
H 13.827 -4.565 -2.563
C -13.090 -3.271 -5.868
C -12.036 -2.363 -6.474
O -11.468 -1.707 -5.332
S -11.436 -2.702 -4.083
O -10.165 -3.322 -3.978
O -12.013 -2.032 -2.975
O -12.461 -3.772 -4.680
H -13.992 -2.724 -5.594
H -13.340 -4.119 -6.500
H -12.450 -1.600 -7.128
H -11.259 -2.926 -6.993
```